(1)
C4H10N2 | ωB97M-V with the def2-TZVPD basis set

Computed properties:
Total charge: 0
E_LUMO: 1.072 eV
Gap between HOMO and LUMO: 9.727 eV
Molar mass: 86.138 g mol⁻¹
E_tot: -267.759801 hartree

Last column: natural (NBO) charge in e.
Atoms and positions in Å:
H1 -0.89 1.24 0.84  0.41
H2 -0.29 -1.56 -1.18  0.36
C1 0.88 0.63 -1.93  -0.64
H3 1.49 -0.23 -2.19  0.22
H4 1.06 0.01 0.34  -0.03
C2 -0.69 -1.43 3.11  -0.29
C3 0.10 0.36 -0.67  0.31
H5 -1.06 -1.05 0.19  0.38
N1 -0.74 -0.77 -0.74  -0.84
H6 -0.57 2.30 -0.65  0.40
H7 0.80 -0.38 1.43  0.23
H8 -1.20 -2.07 3.79  0.23
H9 0.18 0.81 -2.75  0.22
H10 1.49 1.51 -1.81  0.22
C4 -0.02 -0.80 2.32  -0.31
N2 -0.54 1.45 -0.10  -0.89



(2)
C4H10N2 | ωB97M-V with the def2-TZVPD basis set

Computed properties:
Total charge: 0
Structure (SMILES): N/C=C/CCN
E_LUMO: 1.084 eV
Gap between HOMO and LUMO: 9.265 eV
Molar mass: 86.138 g mol⁻¹
E_tot: -267.879976 hartree

Last column: natural (NBO) charge in e.
Atoms and positions in Å:
H1 0.84 0.39 1.89  0.20
H2 1.70 -2.01 -1.09  0.35
H3 -2.15 -0.39 0.76  0.19
H4 1.20 -0.48 -1.42  0.35
C1 -1.65 0.37 0.17  0.02
C2 -0.32 0.52 0.08  -0.32
N1 -2.56 1.22 -0.48  -0.82
H5 2.71 0.01 0.80  0.18
C3 1.95 -0.68 0.42  -0.22
H6 -2.22 1.80 -1.23  0.38
N2 1.94 -1.04 -1.01  -0.83
H7 0.03 -1.12 1.34  0.20
H8 2.17 -1.63 0.92  0.18
C4 0.58 -0.23 1.02  -0.43
H9 0.07 1.36 -0.49  0.19
H10 -3.39 0.70 -0.72  0.37



(3)
C4H10N2 | ωB97M-V with the def2-TZVPD basis set

Computed properties:
Total charge: 0
Structure (SMILES): C=C(N)CCN
E_LUMO: 1.007 eV
Gap between HOMO and LUMO: 9.208 eV
Molar mass: 86.138 g mol⁻¹
E_tot: -267.885230 hartree

Last column: natural (NBO) charge in e.
Atoms and positions in Å:
H1 0.22 0.56 2.16  0.35
H2 -1.24 -0.49 0.93  0.21
H3 1.58 -0.15 2.55  0.35
N1 1.08 0.22 1.75  -0.84
C1 -0.47 0.35 -0.97  0.21
H4 -2.61 0.75 -1.17  0.21
H5 1.46 0.62 -0.67  0.38
H6 -0.92 -1.60 -0.39  0.23
H7 -1.51 1.38 -2.44  0.19
H8 1.55 -1.30 0.27  0.19
C2 -0.53 -0.71 0.12  -0.46
H9 0.86 1.60 -1.77  0.37
H10 0.57 -1.80 1.61  0.18
N2 0.82 0.64 -1.45  -0.81
C3 -1.58 0.90 -1.46  -0.53
C4 0.74 -0.97 0.92  -0.23



(4)
C4H10N2 | ωB97M-V with the def2-TZVPD basis set

Computed properties:
Total charge: 0
E_LUMO: 0.750 eV
Gap between HOMO and LUMO: 9.167 eV
Molar mass: 86.138 g mol⁻¹
E_tot: -267.821949 hartree

Last column: natural (NBO) charge in e.
Atoms and positions in Å:
C1 1.41 1.52 -0.66  -0.66
H1 1.58 0.52 1.68  0.36
C2 -2.38 -0.88 -0.29  -0.66
C3 -1.08 -0.84 0.44  0.13
H2 2.46 1.81 -0.77  0.23
H3 -3.13 -1.43 0.28  0.23
H4 -0.21 -0.22 -0.22  0.09
N1 -0.67 -1.28 1.50  -0.50
C4 1.32 0.08 -0.21  0.04
H5 -2.25 -1.36 -1.27  0.23
H6 1.52 -0.67 -0.96  0.19
H7 -2.74 0.14 -0.48  0.23
N2 1.58 -0.28 1.06  -0.73
H8 0.93 1.66 -1.63  0.22
H9 0.95 2.19 0.07  0.22
H10 0.71 -0.96 1.45  0.39



(5)
C4H10N2 | ωB97M-V with the def2-TZVPD basis set

Computed properties:
Total charge: 0
Structure (SMILES): CCC/N=C\N
E_LUMO: 0.989 eV
Gap between HOMO and LUMO: 9.692 eV
Molar mass: 86.138 g mol⁻¹
E_tot: -267.884468 hartree

Last column: natural (NBO) charge in e.
Atoms and positions in Å:
H1 2.55 1.82 0.04  0.16
C1 1.72 1.23 0.39  0.28
C2 -1.74 -1.22 -0.87  -0.62
C3 -0.38 -0.58 -0.69  -0.43
H2 -1.84 -1.56 -1.91  0.21
H3 0.31 -1.34 -0.34  0.21
H4 -0.84 0.45 1.24  0.16
H5 -2.01 -2.06 -0.23  0.21
N1 0.55 1.67 0.11  -0.50
H6 2.99 0.25 1.59  0.39
H7 -1.42 1.25 -0.26  0.20
C4 -0.59 0.71 0.18  -0.24
H8 0.00 -0.18 -1.62  0.21
H9 -2.68 -0.55 -0.74  0.20
N2 2.06 0.18 1.22  -0.83
H10 1.32 -0.05 1.89  0.39



(6)
C4H10N2 | ωB97M-V with the def2-TZVPD basis set

Computed properties:
Total charge: 0
Structure (SMILES): C/N=C/CNC
E_LUMO: 1.029 eV
Gap between HOMO and LUMO: 9.510 eV
Molar mass: 86.138 g mol⁻¹
E_tot: -267.817744 hartree

Last column: natural (NBO) charge in e.
Atoms and positions in Å:
N1 1.29 -0.14 -0.56  -0.36
C1 2.36 -0.97 -0.11  -0.44
H1 -2.58 -1.52 0.30  0.21
H2 2.67 -0.77 0.93  0.17
H3 3.21 -0.83 -0.78  0.20
H4 2.05 -2.01 -0.20  0.21
H5 -1.85 -1.00 -1.21  0.20
H6 -0.52 2.37 0.53  0.20
H7 -1.52 0.33 1.39  0.34
H8 -3.14 0.00 -0.45  0.16
C2 -2.25 -0.63 -0.26  -0.42
C3 -0.33 1.50 -0.09  -0.27
H9 -0.64 1.55 -1.13  0.22
C4 0.98 0.92 0.11  0.08
N2 -1.20 0.05 0.47  -0.64
H10 1.47 1.14 1.07  0.14